# 1
Density functional theory data (ωB97M-V/def2-TZVPD) for a cluster of 2 separate species, CH5N2S in total.

Element x y z (Å)
1 S 2.73210 0.43357 -0.85429
2 N -0.07696 -0.16453 1.20430
3 N -1.85185 0.07235 -0.20650
4 C -0.72818 -0.49122 0.05974
5 H -0.61704 0.18468 1.98160
6 H -2.37407 -0.27666 -0.99238
7 H -0.10764 -1.11126 -0.59045
8 H 0.86543 0.25643 1.29659
9 H 2.15823 1.09664 -1.89862

Atomic forces in eV per Å
-0.181 0.181 -0.306
1.126 0.397 2.446
-0.169 -0.524 1.020
0.125 1.500 -0.984
-0.646 0.184 -0.512
0.395 -0.420 -0.508
-0.317 -0.054 -0.208
-0.508 -1.040 -1.375
0.175 -0.224 0.426

Properties
Total charge: -1
Total energy, eV: -14934.1807
HOMO, eV: -2.73


# 2
Density functional theory data (ωB97M-V/def2-TZVPD) for a cluster of 13 separate species, H26O13 in total.

Element x y z (Å)
1 O -1.52824 -2.08393 -2.05760
2 O -0.59447 1.59865 -2.70460
3 O 0.71270 -1.97333 -0.48888
4 O -2.01578 -1.24690 2.43197
5 O 0.34083 -2.10005 2.26540
6 O 2.81603 2.01088 -0.50234
7 O -2.76414 -0.34597 -0.11951
8 O -1.26767 1.99245 -0.23915
9 O 0.79817 0.53920 0.55429
10 O 0.21928 -0.66568 -3.98449
11 O 1.15753 1.22430 3.04791
12 O -1.31714 2.44893 3.25826
13 O 3.31987 -1.45198 -1.06869
14 H 0.18559 -2.16519 -1.30114
15 H 0.07543 0.18224 -3.48866
16 H 0.88524 -2.35614 1.46653
17 H -2.06479 -0.92102 -0.43534
18 H 1.11819 -0.81824 -3.70879
19 H 0.39900 1.80145 3.18655
20 H 1.55083 -1.64049 -0.84641
21 H 1.91481 1.61628 -0.46021
22 H 2.66153 2.75582 -1.10504
23 H -3.06893 -0.69651 0.74125
24 H -1.78700 -1.97909 3.00051
25 H -1.59040 3.01976 2.54086
26 H 3.47670 -1.28392 -1.99892
27 H -2.44032 -2.28068 -2.29413
28 H 0.45640 -0.34012 0.24998
29 H 0.89604 -2.06831 3.05104
30 H 1.18457 0.38643 1.45969
31 H -1.18557 -0.84915 2.17726
32 H -1.30775 2.05146 -3.15663
33 H -1.36363 -1.40378 -2.73092
34 H -1.98251 1.34780 -0.10620
35 H 1.81530 1.67497 2.52342
36 H 3.52298 -0.59996 -0.66034
37 H -1.90130 1.64390 3.17853
38 H -0.43547 1.44706 0.07735
39 H -0.89192 1.52886 -1.75283

Atomic forces in eV per Å
-0.563 0.499 -0.622
0.202 -0.497 0.120
-0.570 0.032 -1.017
-1.545 0.733 0.107
1.174 -0.451 -0.933
-0.883 0.154 -0.567
-0.770 0.436 0.498
1.574 -1.131 0.697
0.154 -1.189 0.124
-0.160 0.783 0.718
0.723 -0.979 0.494
-0.841 -1.433 0.269
0.006 0.301 0.085
0.013 -0.105 1.006
-0.633 -0.097 -0.536
-0.797 0.282 1.222
0.122 -0.529 -0.085
0.647 -0.630 -0.204
-0.429 0.426 -0.203
0.522 -0.239 0.189
0.722 -0.050 0.350
0.401 -0.162 0.212
0.546 0.003 -0.453
0.250 -0.192 -0.031
-0.071 0.153 -0.409
0.180 -0.080 -0.308
-0.198 -0.539 0.445
0.530 0.304 0.118
0.298 -0.056 -0.254
-1.037 0.300 -0.702
0.514 -0.235 -0.007
-0.084 0.096 -0.074
0.820 0.019 -0.075
-0.205 -0.127 0.114
0.191 0.757 0.104
0.011 0.120 0.107
0.875 1.203 0.096
-1.730 1.422 -0.088
0.041 0.698 -0.506

Properties
Total charge: 0
Total energy, eV: -27041.1397
HOMO, eV: -10.99


# 3
Density functional theory data (ωB97M-V/def2-TZVPD) for a structure of composition C20H26IN7OS2SiTl.

Element x y z (Å)
1 Tl -1.41164 1.20900 0.40170
2 I 1.33570 2.13972 6.52938
3 S 1.69108 5.22599 -2.76771
4 S -0.42569 -0.53097 -4.28085
5 Si 2.72898 -3.74031 -1.92334
6 O -1.18265 5.61965 1.17835
7 N -0.37708 2.95234 2.71437
8 N -0.75891 -1.80619 -0.72200
9 N -0.21706 5.07381 0.79033
10 N -1.38778 3.30066 3.54637
11 N 0.31643 3.51839 -1.43515
12 N -1.87042 -1.33578 1.27614
13 N -0.56866 0.80886 -2.13293
14 C 0.12454 1.59234 -3.02566
15 C 1.77726 -4.65664 -3.17485
16 C 0.64321 5.67077 -0.23404
17 C -2.16981 -4.01216 1.90297
18 C -1.06185 3.13642 4.84136
19 C 1.33778 3.73219 -3.49025
20 C 2.80123 -4.30139 -0.19433
21 C -1.56600 -3.63453 0.70919
22 C -1.61117 -1.40126 -1.85462
23 C -2.97817 -0.60544 3.31497
24 C -2.46634 -1.69524 2.42060
25 C -0.90876 -0.33652 -2.65541
26 C -2.61872 -3.03474 2.76742
27 C 0.30303 1.00786 -4.24584
28 C 0.22522 2.64645 4.87385
29 C 0.60154 2.55405 3.52964
30 C -1.42896 -2.28528 0.44760
31 C 3.61589 -2.22858 -2.41895
32 C 0.83324 4.71339 -1.38500
33 C 0.60506 2.93921 -2.65888
34 H 1.58983 5.89388 0.27519
35 H -1.22562 -4.37525 -0.00345
36 H 1.07612 -3.99129 -3.68815
37 H 0.02883 4.15195 1.27264
38 H 1.67621 3.52440 -4.49225
39 H 3.04847 -1.66268 -3.16104
40 H -3.09125 -3.29595 3.70414
41 H 4.56590 -2.51161 -2.89043
42 H -4.05412 -0.47951 3.17814
43 H -1.89871 -2.24595 -2.48553
44 H -2.53678 -0.98059 -1.45603
45 H -0.10380 -2.52010 -1.02988
46 H 2.97382 -3.46945 0.48924
47 H 1.54492 2.21692 3.12891
48 H 1.24221 -5.50859 -2.75698
49 H -2.29826 -5.05909 2.14368
50 H -2.48812 0.34338 3.09456
51 H 3.65198 -4.98984 -0.09136
52 H 3.84695 -1.59929 -1.55986
53 H -2.80951 -0.84871 4.36275
54 H 0.78391 1.40735 -5.12366
55 H 2.46512 -5.02723 -3.94508
56 H 1.91014 -4.85721 0.10141
57 H -1.74990 3.36766 5.63823
58 H -2.24959 3.67535 3.18558
59 H 0.17073 6.60535 -0.53518

Atomic forces in eV per Å
-0.126 -0.024 0.047
-0.002 0.014 -0.011
0.002 0.014 0.007
0.025 -0.030 0.033
0.166 -0.059 -0.052
0.100 -0.189 -0.093
0.036 0.470 -0.130
0.096 -0.193 -0.010
0.078 0.194 0.077
0.084 0.053 0.052
-0.015 0.001 -0.025
0.018 -0.059 -0.130
0.140 0.072 0.006
-0.052 -0.020 0.048
-0.016 -0.085 0.044
-0.018 0.034 -0.120
0.006 -0.008 -0.025
-0.038 -0.044 -0.049
0.037 -0.048 -0.072
-0.057 0.013 0.033
0.036 -0.009 0.053
0.015 0.101 0.095
-0.005 -0.012 -0.017
-0.049 0.044 -0.028
0.008 -0.016 0.048
-0.009 0.009 0.021
-0.017 0.051 -0.055
0.023 -0.077 0.012
0.074 -0.038 -0.011
-0.023 0.065 -0.017
-0.016 0.031 0.033
-0.046 0.022 -0.004
-0.045 -0.018 0.051
-0.009 -0.056 0.050
-0.021 0.002 -0.010
0.020 -0.003 -0.028
-0.250 -0.316 0.260
0.015 -0.006 0.008
0.024 -0.018 -0.021
0.001 0.001 0.000
-0.007 -0.011 -0.013
0.002 0.008 -0.005
-0.023 0.037 -0.046
-0.011 -0.045 0.023
-0.193 0.140 0.006
0.032 -0.024 0.018
0.000 0.005 -0.006
-0.008 0.003 -0.015
0.007 0.002 0.010
0.009 -0.001 0.025
0.007 0.004 -0.012
0.028 0.006 -0.016
-0.002 -0.002 0.000
-0.016 0.010 -0.004
-0.002 0.030 -0.016
0.015 -0.022 -0.012
-0.012 0.003 -0.013
-0.002 -0.014 -0.020
-0.012 0.008 0.027

Properties
Total charge: +3
Total energy, eV: -75955.1447
HOMO, eV: -15.23


# 4
Density functional theory data (ωB97M-V/def2-TZVPD) for a structure of composition C6H13NO2.

Element x y z (Å)
1 O -0.36580 2.44395 0.09657
2 O 2.98328 0.08185 -0.24928
3 N 0.71086 -0.96082 0.78646
4 C -0.65493 1.05023 0.51106
5 C -1.48738 0.39773 -0.59215
6 C 0.79670 0.38636 0.56195
7 C -0.12816 -1.69401 -0.03887
8 C -1.53038 -1.10197 -0.12798
9 C 1.71196 0.51810 -0.60880
10 H -2.49836 0.96078 -0.70405
11 H -1.17359 1.24820 1.38121
12 H 1.43001 0.78684 1.48918
13 H 0.61647 -1.26407 1.83389
14 H -1.01660 2.89664 0.25041
15 H 1.02651 -0.03073 -1.28146
16 H 2.65944 -0.79884 0.07681
17 H 2.05794 1.89141 -0.56672
18 H -0.35728 -2.77813 0.04704
19 H -2.16326 -1.10414 1.06558
20 H 0.56175 -1.62994 -1.18014
21 H -2.28500 -1.68147 -1.11509
22 H -0.89418 0.38205 -1.63563

Atomic forces in eV per Å
11.150 -8.274 -2.554
-1.097 -2.723 -0.255
0.689 -5.063 5.594
3.082 2.554 -4.318
0.374 -0.650 -0.566
-0.010 3.725 4.194
-0.457 -1.022 -4.978
-4.649 0.215 -1.375
0.235 6.899 0.821
1.631 -1.299 0.070
-0.914 -0.992 2.364
-1.623 -0.335 -1.781
0.188 0.969 -2.629
-11.167 7.815 2.613
1.885 0.853 -1.694
1.475 0.168 0.240
-2.023 -4.100 -1.408
1.340 0.560 0.863
1.949 -0.455 -3.713
-2.890 -0.561 2.689
2.285 1.252 3.528
-1.452 0.463 2.298

Properties
Total charge: 0
Total energy, eV: -12010.8315
HOMO, eV: -8.92


# 5
Density functional theory data (ωB97M-V/def2-TZVPD) for an isolated molecule of C5H10N2O.

Element x y z (Å)
1 O 0.64220 -0.99468 1.33901
2 N -0.66438 0.76191 1.08252
3 N 0.37472 0.55596 -1.07048
4 C -0.10114 1.18358 0.02989
5 C -0.47997 -0.42431 1.60708
6 C -1.54649 -1.10005 2.51918
7 C 1.28384 1.36591 -1.97206
8 C 0.34382 -0.89548 -1.31987
9 H -1.17823 -1.94468 3.03684
10 H 1.05017 2.38394 -1.81666
11 H 1.28804 -1.33192 -0.82462
12 H -1.93635 -0.25543 3.13515
13 H -2.45284 -1.48963 1.90127
14 H -0.58602 -1.23219 -0.67556
15 H 0.13818 2.28905 0.12351
16 H 1.19648 1.20657 -3.05830
17 H 2.39813 1.09507 -1.62900
18 H 0.22984 -1.17363 -2.40789

Atomic forces in eV per Å
-2.634 0.496 1.802
-2.257 1.152 0.623
0.552 0.947 -1.658
1.756 1.717 -0.816
3.214 -4.354 -0.388
-1.459 1.981 -2.135
1.729 -2.130 1.490
-0.995 -0.487 2.084
0.669 -0.481 0.723
0.108 1.157 0.383
-1.553 0.309 -0.909
0.159 -0.996 -0.012
1.570 0.871 0.730
1.975 0.072 -1.738
-0.347 -1.168 -1.014
-0.317 -0.593 0.568
-2.293 0.873 -0.940
0.124 0.635 1.208

Properties
Total charge: 0
Total energy, eV: -10373.2263
SMILES: CC(=O)/N=C\N(C)C
HOMO, eV: -8.91


no.,LUMO (eV)
1,4.42
2,0.14
3,-10.55
4,0.69
5,0.79